Formula: C6H4O
Source: the OMol25 dataset
Level of theory: ωB97M-V/def2-TZVPD

The HOMO energy is -9.045 eV. As for the SMILES: C#CC=C=C1CO1. The frontier orbital gap comes out at 9.5659 eV. The calculation puts the energy above the lowest of the compared OMol25 structures with the same formula, charge and spin at 481.38 kJ/mol.

XYZ file:
```
11
Properties=species:S:1:pos:R:3:forces:R:3
C 3.3961 0.6177 0.1413 -0.5 -0.3 0.2
C 2.2854 0.1661 0.2818 0.9 0.2 -0.1
C 0.8780 -0.0139 0.2044 0.1 0.3 -0.2
C -0.0259 -0.7940 0.7928 -0.3 0.5 -0.3
C -1.2838 -0.5313 0.4649 -0.2 -0.1 0.1
C -2.3841 -0.4509 -0.4475 -0.2 -0.3 -0.2
O -2.2713 0.2726 0.8372 -0.1 -0.2 0.2
H 4.3599 1.0459 0.0122 0.1 -0.1 0.1
H 0.4602 0.7226 -0.4876 0.3 0.1 0.0
H -3.1421 -1.2237 -0.4713 -0.1 0.1 0.0
H -2.2724 0.1891 -1.3282 -0.1 -0.2 0.3
```
Positions in Å, forces in eV/Å.